No. 1
The following is a DFT calculation (ωB97M-V/def2-TZVPD) of a structure of composition C21H29F3KNO22S2 at a distorted geometry.

Properties
- LUMO level (eV) = -1.28
- max |F| (eV/Å) = 7.286
- frontier orbital gap (eV) = 9.27
- charge = 0

```
79
Properties=species:S:1:pos:R:3:lowdin_charge:R:1
K -10.089 -16.185 16.690 0.9064
N -8.437 -17.905 17.791 -0.4052
S -7.493 -18.918 17.142 0.4490
O -7.821 -20.303 17.312 -0.2536
O -6.144 -18.525 16.896 -0.2577
F -7.989 -18.685 15.602 -0.2224
S -7.793 -17.660 19.261 0.5246
O -6.463 -18.101 19.526 -0.2450
O -8.701 -17.706 20.373 -0.2408
F -7.672 -16.063 19.114 -0.1924
C -12.299 -19.149 19.507 -0.0908
C -11.245 -19.972 18.762 -0.1290
O -10.631 -20.742 19.780 0.0418
C -10.997 -20.222 21.005 -0.5600
O -10.660 -20.730 22.020 0.1890
O -11.768 -19.153 20.830 0.0799
H -13.273 -19.625 19.417 0.1352
H -12.283 -18.105 19.204 0.1282
H -10.533 -19.340 18.234 0.0976
H -11.779 -20.616 18.062 0.1224
C -10.584 -21.004 14.751 -0.0900
C -12.113 -21.089 14.788 -0.1135
O -12.557 -19.804 14.388 0.0812
C -11.522 -18.941 14.527 -0.5771
O -11.563 -17.751 14.398 0.1107
O -10.395 -19.606 14.696 0.0591
H -10.204 -21.510 13.858 0.1328
H -10.022 -21.511 15.534 0.1357
H -12.585 -21.422 15.719 0.1212
H -12.540 -21.791 14.066 0.1346
C -4.854 -19.128 24.996 -0.0145
C -4.800 -18.119 23.838 -0.2917
C -5.556 -18.511 22.520 -0.0660
O -6.608 -17.579 22.547 0.0473
C -6.344 -16.535 23.335 -0.5733
O -6.867 -15.472 23.291 0.1713
O -5.391 -16.890 24.213 0.0904
H -5.854 -19.336 25.380 0.0894
H -4.500 -18.484 25.813 0.0834
H -4.203 -19.990 24.907 0.0859
H -3.743 -17.971 23.611 0.1412
H -5.891 -19.538 22.490 0.1087
H -5.006 -18.200 21.628 0.1098
C -5.394 -18.431 13.346 -0.0160
C -5.445 -19.871 12.823 -0.2590
C -6.237 -20.867 13.679 -0.0868
O -7.509 -20.856 13.066 0.0523
C -7.464 -20.280 11.848 -0.5774
O -8.356 -20.423 11.079 0.1595
O -6.254 -19.739 11.625 0.0712
H -4.796 -18.348 14.260 0.0838
H -6.402 -18.085 13.553 0.0824
H -4.861 -17.744 12.690 0.0844
H -4.503 -20.261 12.442 0.1524
H -6.245 -20.586 14.731 0.1191
H -5.785 -21.860 13.621 0.1355
C -3.387 -18.497 19.002 -0.0285
C -1.914 -18.738 19.253 -0.3162
C -1.569 -18.419 20.698 -0.1213
O -1.475 -19.676 21.319 0.0752
C -1.462 -20.676 20.414 -0.5392
O -1.442 -21.831 20.622 0.1897
O -1.561 -20.121 19.145 0.0675
H -3.707 -18.855 18.022 0.0807
H -3.580 -17.423 19.033 0.0982
H -4.030 -18.996 19.727 0.0717
H -1.281 -18.243 18.519 0.1508
H -2.351 -17.789 21.120 0.1196
H -0.654 -17.825 20.753 0.1325
C -7.964 -22.395 20.461 -0.0897
C -7.362 -21.263 21.266 -0.2849
O -5.982 -21.279 20.914 0.1360
C -5.700 -22.462 20.375 -0.5309
O -4.646 -22.843 19.993 0.1942
O -6.858 -23.193 20.150 0.0722
F -7.518 -21.490 22.620 0.0474
H -8.370 -21.932 19.554 0.1196
H -8.724 -22.931 21.027 0.1487
H -7.987 -20.380 21.114 0.1515
```

=====

No. 2
The following is a DFT calculation (ωB97M-V/def2-TZVPD) of a cluster of 3 separate species, C21H29F6N3O4 in total at a distorted geometry.

Properties
- LUMO level (eV) = -2.12
- max |F| (eV/Å) = 9.003
- SMILES = O=C1NC(=O)c2cc(C(F)(F)F)c(CCC(F)=C(F)F)cc21.COC[C@@H](C)N.COC[C@@H](C)N
- frontier orbital gap (eV) = 6.93
- charge = 0

```
63
Properties=species:S:1:pos:R:3:nbo_charge:R:1
O 1.967 0.846 -1.593 -0.5370
C 1.977 1.920 -2.390 0.6646
N 3.169 2.682 -2.998 -0.6533
C 2.663 3.591 -4.137 0.6482
O 3.402 4.086 -5.159 -0.5274
C 1.052 3.869 -4.017 -0.1169
C 0.048 4.933 -4.756 -0.1201
C -1.573 4.830 -4.356 -0.1425
C -2.656 5.859 -5.063 0.9785
F -3.427 6.682 -4.074 -0.3349
F -1.878 6.851 -5.893 -0.3419
F -3.576 5.132 -5.976 -0.3330
C -2.019 3.670 -3.260 0.0534
C -3.617 3.472 -2.838 -0.4606
C -4.266 2.470 -3.975 -0.4596
C -3.711 0.930 -3.673 0.2675
F -4.321 0.159 -2.548 -0.3460
C -2.632 0.250 -4.444 0.6605
F -2.658 0.229 -5.933 -0.3197
F -1.433 -0.408 -3.805 -0.3229
C -0.937 2.645 -2.512 -0.1769
C 0.653 2.740 -2.899 -0.0959
H 3.702 1.848 -3.378 0.4263
H 0.476 5.701 -5.529 0.2851
H -4.084 4.546 -2.816 0.2608
H -3.638 3.017 -1.758 0.2509
H -3.821 2.757 -5.042 0.2658
H -5.437 2.519 -4.050 0.2556
H -1.258 1.826 -1.737 0.2708
C 2.696 -3.845 2.586 -0.2493
O 2.403 -2.536 2.123 -0.5566
C 3.555 -1.743 1.822 -0.0770
C 4.173 -2.020 0.432 -0.0810
C 4.983 -3.313 0.371 -0.6148
N 3.145 -2.049 -0.619 -0.8296
H 3.605 -3.876 3.194 0.1724
H 2.776 -4.531 1.740 0.1682
H 1.857 -4.181 3.202 0.1843
H 3.208 -0.703 1.835 0.1901
H 4.303 -1.828 2.620 0.1638
H 4.865 -1.198 0.212 0.1892
H 4.353 -4.205 0.321 0.2021
H 5.616 -3.323 -0.525 0.2191
H 5.641 -3.407 1.241 0.2009
H 2.673 -1.145 -0.639 0.3691
H 2.415 -2.696 -0.311 0.3517
C -1.494 -3.424 7.199 -0.2490
O -0.586 -3.647 6.131 -0.5508
C -1.179 -3.588 4.830 -0.0748
C -1.365 -2.155 4.280 -0.0825
C -2.542 -1.410 4.904 -0.6145
N -0.147 -1.350 4.446 -0.8289
H -2.489 -3.827 6.988 0.1692
H -1.552 -2.357 7.424 0.1660
H -1.100 -3.926 8.088 0.1888
H -0.483 -4.115 4.167 0.1815
H -2.117 -4.155 4.805 0.1641
H -1.574 -2.243 3.206 0.1908
H -2.325 -1.045 5.912 0.2023
H -2.800 -0.532 4.300 0.2185
H -3.430 -2.049 4.955 0.2011
H 0.616 -1.804 3.942 0.3641
H 0.134 -1.425 5.427 0.3518
```

=====

No. 3
The following is a DFT calculation (ωB97M-V/def2-TZVPD) of a structure of composition C21H29F9InNO3P2 at a distorted geometry.

Properties
- LUMO level (eV) = 0.08
- max |F| (eV/Å) = 5.210
- frontier orbital gap (eV) = 7.11
- charge = 0

```
66
Properties=species:S:1:pos:R:3:lowdin_charge:R:1
C -0.857 3.974 -1.690 -0.0094
C -0.872 2.618 -1.356 -0.2852
N -0.030 2.179 -0.421 0.0300
C 0.852 2.945 0.210 -0.2682
C 0.917 4.308 -0.108 -0.0050
C 0.053 4.826 -1.068 -0.0375
C -1.786 1.627 -2.059 -0.2422
P -2.129 0.120 -1.052 0.8202
In -0.024 -0.008 -0.021 0.3412
P 2.057 0.534 1.080 0.8478
C 1.687 2.330 1.321 -0.2105
C 0.017 -2.143 0.315 -0.3276
C -0.982 -2.686 1.034 -0.1662
C -1.012 -4.093 1.209 -0.0871
C -0.003 -4.883 0.657 -0.1096
C 1.025 -4.266 -0.061 -0.0947
C 1.022 -2.865 -0.228 -0.1688
O -0.721 0.223 -4.694 -0.0973
O 0.474 -1.807 -3.317 -0.1317
H -1.555 4.345 -2.446 0.1215
H 1.642 4.942 0.411 0.1209
H 0.086 5.887 -1.327 0.1166
C -3.499 0.493 0.034 -0.2366
C -2.664 -1.168 -2.164 -0.2088
H 2.623 2.899 1.477 0.1095
H 1.112 2.374 2.250 0.0703
H -1.295 1.240 -2.988 0.0772
H -2.729 2.116 -2.367 0.1076
C 2.448 -0.163 2.643 -0.2048
C 3.546 0.413 0.095 -0.2482
H -1.778 -2.109 1.504 0.0757
H -1.819 -4.555 1.785 0.1001
H -0.014 -5.976 0.788 0.0992
H 1.830 -4.868 -0.500 0.0965
H 1.845 -2.419 -0.812 0.0881
H 0.618 -1.205 -2.531 -0.0588
H 0.202 -2.645 -2.920 0.0495
H -0.363 -0.623 -4.314 0.0025
H 0.074 0.705 -4.940 0.0432
H 0.815 -0.225 -1.510 -0.0136
H -4.403 0.718 -0.566 0.0601
H -3.711 -0.369 0.686 0.0575
H -3.262 1.351 0.677 0.0494
H -3.553 -0.828 -2.734 0.0726
H -1.856 -1.422 -2.867 0.0330
H -2.921 -2.061 -1.584 0.0635
H 4.389 0.869 0.649 0.0498
H 3.778 -0.642 -0.105 0.0520
H 3.418 0.924 -0.867 0.0487
H 3.280 0.320 3.113 0.0644
H 1.553 -0.028 3.354 0.0269
H 2.571 -1.238 2.569 0.0804
F -2.044 1.245 2.828 0.1234
C -1.662 0.200 3.596 -0.5561
F -2.061 0.386 4.835 0.1748
F -2.337 -0.873 3.122 0.1273
C -0.072 0.007 3.444 -0.2102
O -0.005 0.004 2.067 -0.3346
C 0.352 1.413 4.393 -0.4795
F 0.026 1.184 5.665 0.1587
F 1.647 1.782 4.407 0.1238
F -0.341 2.500 3.964 0.1352
C 0.146 -1.451 4.281 -0.4809
F -0.394 -1.337 5.490 0.1656
F -0.499 -2.454 3.639 0.1494
F 1.407 -1.878 4.458 0.1389
```

=====

- Which value of frontier orbital gap does entry 1 give?
  9.27 eV

=====

- The highest LUMO level belongs to which entry?
  C21H29F9InNO3P2